Record 1
Density functional theory data (ωB97M-V/def2-TZVPD) for an isolated ion of composition C4H6N2 and charge +2 in a non-equilibrium geometry.

Geometry (Å):
C (1.9395, 0.0499, 0.0001)
N (0.6503, -0.0002, 0.0000)
C (-0.1678, -1.1520, 0.0000)
C (-1.4465, -0.7341, 0.0000)
N (-1.4372, 0.6676, 0.0000)
C (-0.2300, 1.1142, 0.0000)
H (2.4851, 1.0003, -0.0001)
H (2.5394, -0.8691, -0.0001)
H (0.2317, -2.1551, 0.0000)
H (-2.3640, -1.3072, 0.0000)
H (-2.2962, 1.2348, 0.0001)
H (0.0958, 2.1509, 0.0000)

energy above the lowest of the compared OMol25 structures with the same formula, charge and spin	0.000	eV
charge	+2
HOMO	-20.8654	eV
lowest unoccupied orbital energy	-12.5	eV

***

Record 2
Density functional theory data (ωB97M-V/def2-TZVPD) for C42H43As2N6O3SSeTb as an isolated structure in a non-equilibrium geometry.

Geometry (Å):
Tb (-0.0806, 0.4611, -0.3594)
C (-4.1158, 1.7526, -3.4544)
As (-2.4004, 1.0219, -2.8996)
C (-2.8303, -0.8757, -3.0927)
C (-1.1155, 1.1564, -4.3356)
C (-1.3622, 0.4110, -5.4942)
C (-0.3076, 0.1297, -6.3527)
C (0.9278, 0.6394, -6.0949)
C (1.1142, 1.4892, -5.0331)
C (0.1216, 1.7723, -4.1348)
As (0.5005, 2.6831, -2.4560)
C (-0.7391, 4.1736, -2.5487)
C (2.0242, 3.7292, -2.9313)
H (-4.4620, 1.3136, -4.3728)
H (-4.0097, 2.7969, -3.4950)
H (-4.8476, 1.4612, -2.6963)
H (-3.3964, -1.0366, -4.0150)
H (-3.3011, -1.1931, -2.1756)
H (-1.8961, -1.3959, -3.1702)
H (-2.3162, -0.0141, -5.6513)
H (-0.4828, -0.5137, -7.1721)
H (1.7674, 0.3369, -6.6708)
H (2.1569, 1.7425, -4.8620)
H (-0.4113, 5.0010, -1.9578)
H (-1.7362, 3.8185, -2.3014)
H (-0.8323, 4.4953, -3.5912)
H (2.0143, 4.0812, -3.9857)
H (2.9156, 3.0976, -2.6428)
H (2.1265, 4.6356, -2.2387)
O (1.2784, -2.5161, -3.1718)
C (1.1984, -1.5828, -2.3729)
O (0.1436, -1.2445, -1.7158)
C (2.4131, -0.7487, -2.0416)
C (3.6400, -0.9921, -2.5521)
C (4.7364, -0.2615, -2.0891)
C (4.5298, 0.7634, -1.1706)
C (3.2392, 1.0505, -0.8592)
N (2.2139, 0.3420, -1.2246)
H (3.7335, -1.7555, -3.3152)
H (5.7392, -0.4427, -2.4008)
H (5.3816, 1.2996, -0.9369)
H (2.9654, 1.9321, -0.2699)
Se (5.4598, 1.6340, 5.5678)
N (4.3247, 2.6953, 4.7573)
C (3.7458, 1.9778, 3.7955)
C (2.7257, 2.5107, 2.9145)
C (2.4217, 3.9080, 2.9628)
C (1.4261, 4.3582, 2.1042)
C (0.7907, 3.4314, 1.2675)
N (0.9840, 2.0788, 1.2884)
C (1.8880, 1.6682, 2.1258)
C (2.1522, 0.2183, 2.2149)
N (1.4114, -0.6130, 1.3920)
C (1.5267, -1.9483, 1.5061)
C (2.4954, -2.5831, 2.3003)
C (3.2985, -1.7636, 3.0649)
C (3.1756, -0.3172, 3.0450)
C (3.9945, 0.6035, 3.8261)
N (4.9105, 0.2145, 4.6989)
H (2.9588, 4.4578, 3.7230)
H (1.0985, 5.3939, 1.9474)
H (0.0203, 3.7543, 0.5918)
H (0.9339, -2.5803, 0.8141)
H (2.7113, -3.6641, 2.1371)
H (4.1286, -2.1827, 3.6376)
N (-2.0912, 1.9416, 0.6945)
H (-2.9739, 1.4295, 0.6925)
H (-2.2961, 2.7414, 0.0678)
H (-2.1281, 2.3074, 1.6503)
O (-1.5851, -1.0111, 0.7515)
S (-2.8507, -1.8743, 0.7013)
C (-2.4544, -3.2956, 1.7357)
C (-1.3504, -4.1041, 1.1249)
C (-0.5719, -4.8985, 1.9756)
C (0.3133, -5.8158, 1.4579)
C (0.6042, -5.7981, 0.0621)
C (0.0089, -4.8180, -0.7726)
C (-1.0497, -4.0914, -0.2226)
C (-4.0256, -0.9317, 1.6546)
C (-3.7138, -0.6503, 3.1373)
C (-4.4969, -1.2538, 4.1085)
C (-4.1836, -1.0611, 5.4878)
C (-3.1982, -0.2052, 5.8741)
C (-2.5042, 0.5143, 4.8910)
C (-2.7101, 0.2596, 3.5262)
H (-3.3475, -3.9268, 1.7832)
H (-2.2116, -2.9312, 2.7467)
H (-0.6067, -4.7744, 3.0763)
H (0.7626, -6.5480, 2.1044)
H (1.3646, -6.4228, -0.3810)
H (0.3328, -4.7004, -1.8069)
H (-1.6257, -3.4826, -0.9441)
H (-4.9662, -1.4675, 1.5439)
H (-4.1210, -0.0010, 1.1022)
H (-5.4053, -1.8125, 3.7709)
H (-4.8434, -1.5727, 6.1838)
H (-2.9635, -0.0316, 6.9427)
H (-1.8151, 1.2888, 5.1528)
H (-2.1178, 0.7307, 2.7506)

energy above the lowest of the compared OMol25 structures with the same formula, charge and spin	2.681	eV
charge	+2
2S+1	7
HOMO (alpha / beta)	-13.4180 / -13.4186	eV
lowest unoccupied orbital energy (alpha / beta)	-5.6 / -5.5	eV

***

Record 3
Density functional theory data (ωB97M-V/def2-TZVPD) for a 9-piece molecular cluster, C34H94N8O10 overall in a non-equilibrium geometry.

Geometry (Å):
C (6.5575, 0.6332, 3.5414)
O (5.2930, 0.7635, 2.9987)
C (4.6406, -0.4346, 2.9626)
C (3.2402, -0.1886, 2.4403)
C (2.4508, 0.6745, 3.3564)
N (2.5047, -1.4597, 2.1443)
H (7.2231, 0.1277, 2.8397)
H (6.5467, 0.1691, 4.5323)
H (6.9239, 1.6544, 3.6937)
H (5.1687, -1.1365, 2.2969)
H (4.6257, -0.8845, 3.9699)
H (3.4162, 0.3232, 1.4854)
H (1.5355, 0.9732, 2.8532)
H (3.0462, 1.5361, 3.6422)
H (2.1320, 0.1567, 4.2635)
H (3.1117, -2.1561, 1.7045)
H (2.2745, -1.9154, 3.0494)
C (-5.4563, 3.8339, -0.7418)
O (-4.3734, 4.5301, -1.2514)
C (-3.1369, 3.8905, -0.9945)
C (-2.1265, 4.4603, -1.9206)
C (-2.3009, 4.0607, -3.3900)
N (-0.7340, 4.0165, -1.4442)
H (-5.1961, 3.2542, 0.1445)
H (-5.9026, 3.1924, -1.5112)
H (-6.2423, 4.5491, -0.4815)
H (-2.8098, 4.1028, 0.0457)
H (-3.2202, 2.7983, -1.0930)
H (-2.1026, 5.5612, -1.8670)
H (-1.5405, 4.5503, -4.0043)
H (-3.2531, 4.4257, -3.7888)
H (-2.2580, 2.9772, -3.5207)
H (-0.5672, 4.4332, -0.5169)
H (-0.0261, 4.4669, -2.0239)
C (0.8480, 2.7967, 8.0220)
O (-0.2837, 2.6521, 7.1831)
C (0.0741, 2.6993, 5.8220)
C (-1.1446, 2.6688, 4.9893)
C (-0.7817, 2.5751, 3.5498)
N (-1.9056, 3.9393, 5.2235)
H (1.1993, 3.8400, 7.9869)
H (1.6467, 2.1211, 7.6938)
H (0.5347, 2.5799, 9.0351)
H (0.6784, 3.5938, 5.5682)
H (0.7217, 1.8267, 5.5572)
H (-1.7868, 1.8304, 5.3011)
H (-1.6317, 2.7252, 2.8840)
H (-0.3513, 1.5956, 3.3635)
H (-0.0439, 3.3450, 3.2996)
H (-2.4184, 3.8919, 6.1041)
H (-2.6420, 4.0241, 4.5176)
C (0.9179, -2.7133, -3.9208)
O (0.5431, -1.6389, -4.7262)
C (0.4813, -2.0155, -6.0770)
C (-0.2934, -0.9505, -6.8225)
C (-0.4468, -1.3299, -8.3061)
N (0.4411, 0.3822, -6.7775)
H (1.0684, -2.3943, -2.8900)
H (1.8394, -3.1639, -4.3173)
H (0.1370, -3.4886, -3.8690)
H (1.4993, -2.1612, -6.4953)
H (-0.0282, -2.9907, -6.2373)
H (-1.2516, -0.8603, -6.3163)
H (-1.1387, -0.6843, -8.8301)
H (-0.8374, -2.3612, -8.3808)
H (0.5308, -1.3806, -8.7897)
H (0.7882, 0.5442, -5.8233)
H (1.2979, 0.2725, -7.3258)
C (-3.9351, -1.5559, 5.5169)
O (-2.6688, -1.7396, 5.9376)
C (-1.9289, -2.4791, 5.0033)
C (-0.4911, -2.5788, 5.4599)
C (0.1903, -1.2425, 5.5424)
N (0.3219, -3.4639, 4.6234)
H (-4.3830, -2.5059, 5.2139)
H (-3.9438, -0.8831, 4.6457)
H (-4.4774, -1.0832, 6.3241)
H (-2.3262, -3.4945, 4.8569)
H (-1.9137, -1.9659, 4.0192)
H (-0.4689, -2.9396, 6.4973)
H (-0.3045, -0.5595, 6.2398)
H (0.1455, -0.7642, 4.5508)
H (1.2283, -1.3251, 5.8581)
H (0.1996, -3.3471, 3.6118)
H (-0.0278, -4.4230, 4.7421)
C (-2.3556, -1.4571, -2.7828)
O (-3.3975, -1.7292, -3.7060)
C (-4.1857, -0.5930, -3.9603)
C (-4.9159, -0.8057, -5.2469)
C (-3.9997, -1.0822, -6.4318)
N (-5.8833, 0.3143, -5.4700)
H (-2.7471, -1.0652, -1.8399)
H (-1.5987, -0.7940, -3.2230)
H (-1.8407, -2.4077, -2.6051)
H (-4.9110, -0.3942, -3.1628)
H (-3.5042, 0.2743, -4.0678)
H (-5.5815, -1.6798, -5.1530)
H (-3.2683, -1.8640, -6.2027)
H (-3.3852, -0.1907, -6.6373)
H (-4.5768, -1.3599, -7.3094)
H (-5.3626, 1.2123, -5.4649)
H (-6.2081, 0.2971, -6.4409)
C (3.3884, -5.8178, -0.1607)
O (1.9862, -5.8626, -0.2371)
C (1.3529, -5.0942, 0.7741)
C (-0.1362, -5.0410, 0.4855)
C (-0.4048, -4.4873, -0.9088)
N (-0.7785, -4.2273, 1.6084)
H (3.7696, -4.8147, -0.4398)
H (3.8021, -6.5863, -0.7948)
H (3.7381, -5.9592, 0.8841)
H (1.5536, -5.5922, 1.7339)
H (1.7644, -4.0639, 0.8094)
H (-0.5111, -6.0709, 0.4950)
H (0.2613, -4.9195, -1.6615)
H (-0.1816, -3.4130, -0.9218)
H (-1.4455, -4.6724, -1.1666)
H (-1.7990, -4.1903, 1.4644)
H (-0.5278, -3.2348, 1.4500)
C (2.5394, 1.1375, -3.6483)
O (3.5117, 2.0172, -3.1393)
C (3.3746, 2.2045, -1.7665)
C (4.6056, 2.8318, -1.2181)
C (4.4623, 3.0311, 0.3036)
N (4.8039, 4.1367, -1.9083)
H (2.6031, 1.1669, -4.7443)
H (1.5358, 1.5084, -3.4135)
H (2.6840, 0.0930, -3.3561)
H (2.4703, 2.7724, -1.4777)
H (3.2325, 1.2222, -1.2610)
H (5.4651, 2.1774, -1.4363)
H (5.2315, 3.6666, 0.7178)
H (4.5065, 2.0399, 0.7637)
H (3.4774, 3.4621, 0.4981)
H (5.7943, 4.3829, -1.8619)
H (4.6458, 3.9734, -2.9120)
O (-1.0323, 1.0992, -1.0591)
C (-0.6565, 0.8732, 0.2927)
C (-0.6889, -0.6033, 0.5331)
O (-0.3892, -1.0218, 1.8430)
H (-1.0771, 2.0931, -1.1741)
H (0.3347, 1.3497, 0.4376)
H (-1.3298, 1.4099, 0.9837)
H (-0.0434, -1.0866, -0.2298)
H (-1.6899, -0.9779, 0.2769)
H (0.5959, -0.9467, 1.9932)

energy above the lowest of the compared OMol25 structures with the same formula, charge and spin	0.329	eV
HOMO	-9.1382	eV
lowest unoccupied orbital energy	0.4	eV

***

Record 4
Density functional theory data (ωB97M-V/def2-TZVPD) for C2H8N2O as an isolated structure.

Geometry (Å):
C (1.1475, 0.0467, -0.0401)
N (1.5263, -1.0438, -0.8780)
O (0.8079, 1.1499, -0.6687)
H (-0.3689, 1.3669, -0.4617)
H (0.9478, -1.1120, -1.7053)
H (1.6100, -1.9322, -0.4017)
H (1.8497, 0.1637, 0.7981)
H (-1.0142, 0.6178, 1.8604)
C (-1.3009, 0.1888, 0.9024)
N (-1.5318, 1.0390, -0.0957)
H (-1.9823, 0.5804, -0.8843)
H (-1.7942, -0.7813, 0.9514)
H (0.1032, -0.2839, 0.6232)

energy above the lowest of the compared OMol25 structures with the same formula, charge and spin	3.232	eV
HOMO (alpha / beta)	-8.9589 / -8.9593	eV
lowest unoccupied orbital energy (alpha / beta)	0.8 / 0.8	eV